Entry from OMol25: a cluster of 11 separate species, C28H39FN11O in total (the ωB97M-V functional and the def2-TZVPD basis).

Geometry (Å):
O1 0.41312 -1.04961 -0.04206
C1 0.39751 -0.47680 -1.08362
C2 -0.79085 -0.68170 -2.05166
N1 -1.60907 0.57828 -2.06496
F1 -1.75130 1.06967 -3.33268
C3 1.44460 0.45313 -1.58447
C4 1.34058 1.80773 -1.26820
C5 2.30255 2.68015 -1.76347
C6 3.33113 2.17828 -2.54541
C7 3.43462 0.82984 -2.86105
C8 2.47391 -0.05054 -2.37608
H1 -1.38947 -1.55346 -1.81572
H2 -0.36902 -0.76014 -3.04783
H3 -1.15440 1.33469 -1.53518
H4 -2.54283 0.39192 -1.67907
H5 0.52634 2.13136 -0.62855
H6 2.22017 3.73022 -1.53531
H7 4.08852 2.85320 -2.91942
H8 4.21696 0.43413 -3.48628
H9 2.50890 -1.11005 -2.58506
C9 -1.46299 -0.41072 2.56440
C10 -2.66705 0.16333 1.98870
N2 -3.59334 0.61688 1.48014
H10 -0.83452 -0.81449 1.77621
H11 -0.88294 0.33103 3.10878
H12 -1.69603 -1.22074 3.25406
C11 5.25498 6.25902 -3.79802
C12 5.72198 4.88446 -3.74180
N3 6.10291 3.80169 -3.69788
H13 5.92618 6.86798 -4.40212
H14 4.26471 6.31270 -4.24827
H15 5.19907 6.69841 -2.80299
C13 -5.56939 2.99186 2.81932
C14 -5.89400 3.56606 4.11548
N4 -6.15088 4.00879 5.14216
H16 -4.82425 2.20734 2.91605
H17 -6.45199 2.55656 2.35388
H18 -5.17258 3.75017 2.14627
C15 7.56261 4.84271 -7.69228
C16 7.19235 6.11510 -7.09313
N5 6.90012 7.11794 -6.61754
H19 6.78405 4.09946 -7.52934
H20 7.71242 4.95185 -8.76500
H21 8.48613 4.46713 -7.25548
C17 -9.00576 3.63583 7.27907
C18 -9.54963 2.60857 8.15382
N6 -9.97835 1.79436 8.83929
H22 -8.96540 4.59868 7.78531
H23 -7.99542 3.38538 6.95998
H24 -9.61864 3.75078 6.38662
C19 1.73766 -2.05374 5.44206
C20 1.47242 -0.87220 4.63152
N7 1.26328 0.06747 4.00521
H25 1.67456 -1.81588 6.49706
H26 1.01751 -2.84147 5.22684
H27 2.73190 -2.44720 5.25091
C21 1.10022 -3.96791 9.50550
C22 2.03648 -3.88407 8.39527
N8 2.78215 -3.81803 7.52509
H28 0.31195 -3.22326 9.40498
H29 0.63610 -4.95181 9.54364
H30 1.61049 -3.79606 10.45148
C23 -3.02289 -4.92867 -0.85974
C24 -2.28672 -4.31051 -1.94887
N9 -1.70296 -3.82151 -2.80980
H31 -2.38253 -5.59695 -0.28577
H32 -3.42517 -4.17720 -0.18136
H33 -3.85774 -5.51672 -1.23748
C25 1.09318 -1.57867 -5.99703
C26 2.40387 -0.95364 -5.90445
N10 3.45097 -0.49010 -5.83513
H34 0.39911 -0.94521 -6.54763
H35 1.15763 -2.53551 -6.51168
H36 0.68075 -1.76356 -5.00622
C27 -0.87031 -7.95589 -2.75229
C28 -1.38918 -8.04359 -1.39526
N11 -1.80180 -8.10016 -0.32590
H37 0.21128 -7.83295 -2.74331
H38 -1.10445 -8.85961 -3.31218
H39 -1.30453 -7.10736 -3.27947

Cartesian forces (eV/Å) of the 2 atoms listed first:
-0.0806 -0.5044 0.7007
0.0896 0.2523 -0.5061

Results
LUMO = -3.53 eV
HOMO-LUMO gap = 8.93 eV
E_HOMO = -12.5 eV
Charge = +1
Energy = -1867.3135 Eh